Density functional theory data (ωB97M-V with the def2-TZVPD basis set) for 6 unconnected molecules or ions with the total composition C24H36O18 in a non-equilibrium geometry.

CARTESIAN COORDINATES (ANGSTROEM)
C (2.595873, -2.135668, 2.117617)
C (2.261893, -1.428808, 0.811747)
C (2.236533, 0.064512, 0.927537)
O (3.444763, 0.583722, 0.232987)
C (4.006973, -0.480728, -0.364183)
O (4.961303, -0.457268, -1.157023)
O (3.309443, -1.570388, -0.062283)
H (1.620033, -2.540528, 2.385787)
H (2.900303, -1.506018, 2.953657)
H (3.195273, -3.041918, 2.030857)
H (1.352053, -1.937068, 0.492427)
H (2.064163, 0.230332, 1.990977)
H (1.397383, 0.421542, 0.330497)
C (-3.553777, -5.809618, 0.282397)
C (-2.313227, -6.314118, -0.319203)
C (-1.574027, -5.450248, -1.377733)
O (-0.329157, -5.263498, -0.883873)
C (-0.192717, -5.852888, 0.324807)
O (0.801123, -5.856148, 1.004637)
O (-1.319337, -6.443508, 0.678717)
H (-3.423417, -4.757748, 0.536747)
H (-3.885597, -6.495698, 1.061677)
H (-4.208327, -5.692988, -0.581363)
H (-2.402067, -7.258578, -0.856043)
H (-2.147527, -4.525958, -1.447633)
H (-1.542077, -5.994428, -2.321633)
C (-2.798027, -1.682228, 5.051817)
C (-1.737397, -0.957558, 4.143867)
C (-1.724297, 0.609592, 4.190607)
O (-0.391067, 0.828022, 4.295717)
C (0.310963, -0.339598, 4.588367)
O (1.502573, -0.406878, 4.836957)
O (-0.456907, -1.348558, 4.582007)
H (-2.341327, -2.278698, 5.841597)
H (-3.393677, -2.437708, 4.539437)
H (-3.501277, -0.964758, 5.474627)
H (-1.857247, -1.332128, 3.127287)
H (-2.328807, 0.850442, 5.065057)
H (-2.250837, 0.996362, 3.318107)
C (-0.899757, 2.059042, -0.143743)
C (-1.856337, 0.870722, 0.062287)
C (-2.410817, 0.418612, -1.281823)
O (-2.157937, -0.958618, -1.230653)
C (-1.756817, -1.259568, -0.040333)
O (-1.790927, -2.310088, 0.539167)
O (-1.167307, -0.202458, 0.590407)
H (0.040243, 1.814672, -0.638503)
H (-0.553827, 2.301092, 0.861167)
H (-1.479697, 2.874882, -0.575223)
H (-2.709907, 1.126752, 0.689957)
H (-1.742547, 0.824222, -2.041423)
H (-3.391297, 0.882102, -1.391063)
C (4.157403, 3.869292, -1.586973)
C (3.428043, 4.231082, -0.306313)
C (2.154113, 3.577452, -0.150663)
O (2.047733, 3.296522, 1.238857)
C (3.260203, 3.176712, 1.680127)
O (3.508903, 2.699442, 2.766737)
O (4.061313, 3.683062, 0.776927)
H (3.642213, 3.993042, -2.539523)
H (4.378773, 2.803782, -1.525503)
H (5.042693, 4.504582, -1.558953)
H (3.312453, 5.314892, -0.296143)
H (2.070813, 2.593402, -0.611973)
H (1.265243, 4.085942, -0.524093)
C (-2.055227, 2.869202, -5.483543)
C (-0.805527, 3.540902, -5.200623)
C (-0.490107, 4.020212, -3.767173)
O (0.543523, 3.144972, -3.403783)
C (0.962483, 2.450752, -4.326183)
O (2.009373, 1.769592, -4.248823)
O (0.272193, 2.624132, -5.343653)
H (-2.830227, 3.364732, -4.898793)
H (-1.941847, 1.919082, -4.961513)
H (-2.296187, 2.794592, -6.543953)
H (-0.768797, 4.391022, -5.881833)
H (-1.186037, 3.776122, -2.964563)
H (-0.155107, 5.041492, -3.585833)

Forces on atoms 1 to 3 (eV/Å):
-1.2636 -0.5921 0.6402
0.9242 -0.3112 1.5716
-1.6127 0.6744 -0.6242

**HOMO level (alpha / beta)**: -0.10 / -8.17 eV
**Gap between HOMO and LUMO (alpha / beta)**: 2.4 / 10.5 eV
**Lowest unoccupied orbital energy (alpha / beta)**: 2.28 / 2.29 eV
**ΔE to the lowest compared entry with this formula, charge and spin**: 25.21 kcal/mol
**Total charge**: -1
**2S+1**: 2

Density functional theory data (ωB97M-V with the def2-TZVPD basis set) for 2 unconnected molecules or ions with the total composition C6H10BrFN in a non-equilibrium geometry.

CARTESIAN COORDINATES (ANGSTROEM)
C (-0.908035, -0.873573, 1.219349)
C (-1.281203, 0.536448, 1.000491)
C (-1.163623, 2.000412, -1.048045)
C (0.056754, -1.306459, 0.006092)
C (-0.878854, 0.926509, -0.339522)
C (3.043811, -0.537022, -0.338193)
N (0.009941, -0.164807, -0.914423)
F (3.626915, -1.544941, -0.950422)
Br (4.231202, 0.443072, 0.785694)
H (-0.589284, -1.202962, 2.095693)
H (-1.875591, -1.405477, 0.970294)
H (-2.350114, 0.678851, 1.334518)
H (-0.642802, 1.258959, 1.720673)
H (-0.783012, 2.547823, -1.955308)
H (-1.850331, 2.756554, -0.573043)
H (1.085072, -1.421821, 0.396823)
H (-0.294561, -2.241032, -0.465333)
H (0.955833, 0.136356, -1.109216)
H (-0.392121, -0.586893, -1.836129)

Forces on atoms 1 to 3 (eV/Å):
-2.5100 -1.6685 -6.1352
0.6887 2.8039 3.8954
-0.6865 2.8186 0.1344

**HOMO level**: -13.74 eV
**Gap between HOMO and LUMO**: 9.2 eV
**Lowest unoccupied orbital energy**: -4.59 eV
**ΔE to the lowest compared entry with this formula, charge and spin**: 35.02 kcal/mol
**Total charge**: +1

Density functional theory data (ωB97M-V with the def2-TZVPD basis set) for a molecular structure, C4HLiO4Sn in a non-equilibrium geometry.

CARTESIAN COORDINATES (ANGSTROEM)
O (2.813436, 1.368466, -0.117163)
C (3.262288, 2.327864, 0.279818)
C (-0.350188, -0.030264, -1.081756)
C (-0.698502, 1.089086, -0.526484)
H (-0.636445, 2.162032, -0.640483)
Li (1.832757, -0.238983, -1.080846)
O (-1.904448, 0.101775, -0.051210)
C (-1.397344, -0.860390, 0.680913)
O (-2.030190, -1.670175, 1.366738)
O (-0.276412, -1.239951, 0.108111)
Sn (-0.614952, -3.009460, 1.062363)

Forces on atoms 1 to 3 (eV/Å):
-0.3284 -0.6525 -0.3254
0.2764 0.4764 0.2089
4.0292 2.8727 -4.2912

**HOMO level**: -17.82 eV
**Gap between HOMO and LUMO**: 7.6 eV
**Lowest unoccupied orbital energy**: -10.17 eV
**ΔE to the lowest compared entry with this formula, charge and spin**: 15.14 kcal/mol
**Total charge**: +2

Density functional theory data (ωB97M-V with the def2-TZVPD basis set) for 15 unconnected molecules or ions with the total composition H29O15 in a non-equilibrium geometry.

CARTESIAN COORDINATES (ANGSTROEM)
O (1.393138, 1.008097, 0.678635)
H (1.286647, 0.177922, 0.193321)
H (4.523894, -0.771882, 3.437020)
O (-2.641706, -0.602128, -3.192600)
H (-2.360621, -1.170260, -2.461006)
H (0.617339, -1.101496, 2.779849)
O (4.447764, -0.320046, 2.586861)
H (-1.727253, -1.258645, -0.205439)
H (1.465252, -0.946741, -5.084183)
O (1.478369, -3.233334, 3.610427)
H (1.810897, -3.714709, -1.486195)
H (1.457734, -3.802607, 2.840914)
O (1.661288, 2.006495, -2.208891)
H (1.138641, 1.718154, -1.445515)
H (-0.457631, -2.356407, -0.605696)
O (-1.048777, 1.103710, -1.933517)
H (-0.535093, 3.711252, 1.713331)
H (-1.592066, 0.794878, -0.962458)
O (-2.260012, 0.140954, 0.049095)
H (1.015998, 2.432468, -2.779800)
H (-2.389004, 0.259179, -2.763256)
O (-1.019798, -2.516651, 2.648799)
H (-1.693621, -1.870725, 2.915515)
H (2.218509, 1.264086, 0.245595)
O (2.577307, -3.145704, -1.466915)
H (3.075217, -2.995759, -2.267036)
H (3.824744, 0.344995, 2.925962)
O (-0.983729, 4.545433, 1.492013)
H (0.608396, -2.813430, 3.704854)
O (-2.628864, -0.091461, 2.573573)
H (-2.766333, -0.264264, 1.598590)
H (-0.843717, 4.416357, 0.542905)
O (-2.471632, 4.033709, -2.571757)
H (-3.383454, 3.944997, -2.281695)
H (-2.288634, 3.243872, -3.096702)
O (-1.342502, -2.200066, -0.277945)
H (-1.411814, 0.572182, 0.276587)
H (-0.984317, -2.342104, 1.684537)
O (1.402012, -0.070075, -4.709960)
H (-1.186433, 2.054861, -1.819558)
H (-3.101673, 0.716755, 2.779269)
O (1.425399, -0.576059, 2.833919)
H (0.950498, -0.005814, -3.865371)
H (2.070631, -1.293637, 2.868345)

Forces on atoms 1 to 3 (eV/Å):
0.4012 0.0687 -1.3115
-0.5463 -0.3062 0.5663
0.5420 -0.6549 -0.2432

**HOMO level**: -6.87 eV
**Gap between HOMO and LUMO**: 9.3 eV
**Lowest unoccupied orbital energy**: 2.43 eV
**ΔE to the lowest compared entry with this formula, charge and spin**: 34.05 kcal/mol
**Total charge**: -1

How do the records compare in calculated total energy? In the order shown, they have -62323.7937; -80623.1785; -18366.0036; -31184.7441 eV.